Formula: C23H46ClNO4PSi2
Source: OMol25
Level of theory: ωB97M-V/def2-TZVPD

Calculated values
Spin multiplicity: 1
Electronic energy: -2640.4030 Ha
Max |F|: 2.6 eV Å⁻¹
Net charge: -1
Gap between HOMO and LUMO: 6.89 eV
HOMO: -4.6 eV
Lowest unoccupied orbital energy: 2.3 eV

Each line ends with the Löwdin charge.
CARTESIAN COORDINATES (ANGSTROEM)
C -5.48272 -3.91448 -1.54935  0.01
C -4.33974 -4.60244 -2.27493  -0.50
O -4.13070 -5.79582 -2.12378  0.06
N -3.56555 -3.73161 -3.07966  -0.05
C -2.85787 -4.48125 -4.11458  -0.08
C -2.64367 -2.89080 -2.28187  -0.42
C -2.08569 -3.55188 -0.99929  -0.19
O -1.38723 -2.50883 -0.34052  -0.33
P -1.78126 -0.91342 -1.01204  0.59
C -0.13963 -0.33409 -0.16445  -0.29
C 1.09582 -1.07729 -0.74817  -0.25
C 2.11476 -1.54838 0.34212  -0.16
C 1.44718 -2.65895 1.12518  -0.26
C 1.17075 -2.43799 2.44863  -0.06
C 0.52819 -3.39743 3.19545  -0.10
C 0.16343 -4.57921 2.61240  -0.11
C 0.47610 -4.79999 1.29815  -0.10
C 1.11721 -3.85728 0.54541  -0.06
C -2.74809 -0.58869 0.61951  -0.32
C -4.26505 -0.39272 0.46272  -0.70
C -5.01207 -1.54428 1.13754  -0.17
Cl -4.73473 1.13575 1.41751  0.48
O -3.10367 -1.64862 -1.90204  -0.26
H -6.19185 -3.53558 -2.28853  0.09
H -5.92667 -4.57931 -0.81429  0.08
H -5.04761 -3.02680 -1.07921  0.05
H -3.39584 -5.38181 -4.40694  0.08
H -2.74525 -3.87786 -5.02053  0.08
H -1.85624 -4.81012 -3.80927  0.09
H -1.74885 -2.85229 -2.92102  0.12
H -2.81807 -3.89012 -0.24854  0.12
H -1.42282 -4.38800 -1.26736  0.12
H -2.17003 0.42096 -1.42892  0.02
H -0.94999 -1.05779 -2.19176  0.03
H 0.03844 0.74125 -0.31183  0.06
H -0.18056 -0.48669 0.92071  0.06
H 1.63972 -0.36327 -1.38460  0.08
H 0.82806 -1.91634 -1.39413  0.08
H 3.03887 -1.91138 -0.12600  0.11
H 2.39960 -0.70811 0.98010  0.09
H 1.45272 -1.50518 2.92400  0.11
H 0.30455 -3.19700 4.23762  0.10
H -0.37037 -5.32077 3.19570  0.10
H 0.19642 -5.73036 0.81174  0.10
H 1.36344 -3.99149 -0.50118  0.12
H -2.58977 -1.42951 1.29607  0.07
H -2.31502 0.29834 1.08179  0.05
H -4.59028 -0.18289 -0.55238  0.07
H -5.00210 -1.35854 2.21476  0.06
H -4.45551 -2.47409 1.00637  0.06
H -6.05866 -1.64618 0.84007  0.07
O 4.04961 4.66513 0.58944  -0.27
Si 3.67480 6.24006 0.86799  0.34
C 2.62747 6.40210 2.41155  -0.16
C 2.72248 6.95423 -0.57761  -0.16
C 5.23381 7.24514 1.10255  -0.17
Si 3.30806 3.21433 0.29703  0.35
C 4.57977 1.86233 0.09084  -0.16
C 2.29096 3.30511 -1.27001  -0.15
C 2.17963 2.74860 1.71378  -0.15
H 1.65810 5.91777 2.27869  0.03
H 2.45156 7.45460 2.64545  0.03
H 3.12494 5.93998 3.26699  0.03
H 3.27766 6.82465 -1.50914  0.03
H 2.54664 8.02222 -0.42938  0.03
H 1.75359 6.46305 -0.68703  0.03
H 5.86780 7.19313 0.21482  0.03
H 5.81009 6.87789 1.95437  0.03
H 4.98438 8.29257 1.28421  0.03
H 5.24765 2.07686 -0.74667  0.03
H 4.08283 0.90940 -0.10283  0.02
H 5.18736 1.75469 0.99236  0.03
H 1.46504 4.01146 -1.16120  0.03
H 1.86991 2.32538 -1.50647  0.03
H 2.90602 3.62874 -2.11355  0.03
H 1.35536 3.45889 1.80909  0.03
H 2.72863 2.73630 2.65895  0.03
H 1.75376 1.75598 1.54940  0.02

***

Formula: C5H12O
Source: OMol25
Level of theory: ωB97M-V/def2-TZVPD

Calculated values
Spin multiplicity: 1
Electronic energy: -272.7484 Ha
Energy relative to the best compared isomer or geometry (same formula, charge and spin): 125.6 kcal per mole
Max |F|: 0.5 eV Å⁻¹
Net charge: 0
Gap between HOMO and LUMO: 7.45 eV
HOMO: -6.5 eV
Lowest unoccupied orbital energy: 0.9 eV

Each line ends with the natural charge from an NBO analysis.
CARTESIAN COORDINATES (ANGSTROEM)
C -0.94955 -1.69793 0.35691  -0.66
C 0.05266 -0.58305 0.46042  0.18
C 1.49155 -1.06910 0.57159  -0.67
C -0.94265 0.91816 -0.69693  -0.22
C -0.39239 2.26884 -0.33702  -0.68
O 0.24038 0.07356 -1.20793  -0.67
H -1.95992 -1.33310 0.53706  0.24
H -0.90872 -2.14011 -0.64296  0.23
H -0.69037 -2.48678 1.07838  0.21
H -0.15686 0.13292 1.25024  0.21
H 2.20174 -0.23592 0.55706  0.21
H 1.60324 -1.57924 1.53789  0.22
H 1.74733 -1.77152 -0.22703  0.21
H -1.61063 1.00607 -1.56463  0.15
H -1.21787 2.96965 -0.16764  0.23
H 0.25043 2.71618 -1.12750  0.17
H 0.21273 2.25803 0.58580  0.18
H 1.00276 0.64623 -1.43815  0.47

***

Formula: C3H8ClO2
Source: OMol25
Level of theory: ωB97M-V/def2-TZVPD

Calculated values
Spin multiplicity: 1
Electronic energy: -729.8148 Ha
Energy relative to the best compared isomer or geometry (same formula, charge and spin): 25.1 kcal per mole
Max |F|: 6.2 eV Å⁻¹
Net charge: -1
Gap between HOMO and LUMO: 8.11 eV
HOMO: -4.2 eV
Lowest unoccupied orbital energy: 3.9 eV

Each line ends with the natural charge from an NBO analysis.
CARTESIAN COORDINATES (ANGSTROEM)
O 0.52507 -0.57007 1.24614  -0.80
O -1.50351 1.33119 0.76294  -0.76
C 0.76380 -0.62483 -0.16996  -0.07
C -1.18618 0.95205 -0.57064  -0.05
C 0.30008 0.68273 -0.78108  -0.44
H 0.77165 -1.43475 1.63592  0.38
H -1.04181 0.69196 1.34484  0.51
H 1.83979 -0.79023 -0.37078  0.16
H 0.20428 -1.46860 -0.61766  0.15
H -1.51019 1.79584 -1.20977  0.15
H -1.76632 0.05894 -0.87270  0.14
H 0.88464 1.52218 -0.35789  0.20
H 0.51046 0.63987 -1.86705  0.18
Cl 1.20825 -2.78627 1.82768  -0.76

***

Formula: C5H11N
Source: OMol25
Level of theory: ωB97M-V/def2-TZVPD

Calculated values
Spin multiplicity: 1
Electronic energy: -251.7304 Ha
Energy relative to the best compared isomer or geometry (same formula, charge and spin): 82.9 kcal per mole
Max |F|: 3.3 eV Å⁻¹
Net charge: 0
Structure (SMILES): CCN1C[C@H]1C
Gap between HOMO and LUMO: 10.12 eV
HOMO: -8.9 eV
Lowest unoccupied orbital energy: 1.2 eV

Each line ends with the natural charge from an NBO analysis.
CARTESIAN COORDINATES (ANGSTROEM)
C -1.85814 1.07997 -0.24419  -0.61
C -1.39943 -0.38096 -0.32386  -0.21
N -0.43572 -0.63293 0.72741  -0.43
C 0.68806 -1.52805 0.85744  -0.29
C 0.83329 -0.02920 0.84434  -0.03
C 1.88478 0.24762 -0.52912  -0.72
H -2.60137 1.30327 -1.01787  0.21
H -2.30285 1.31386 0.73268  0.21
H -1.00700 1.75384 -0.39538  0.20
H -2.26373 -1.04241 -0.17413  0.20
H -0.95779 -0.60472 -1.30393  0.17
H 0.60133 -2.22440 1.70455  0.21
H 1.38493 -1.49863 -0.02155  0.22
H 0.95433 0.77925 1.57140  0.21
H 2.79260 0.66376 -0.07981  0.22
H 1.36802 0.96511 -1.15902  0.21
H 2.31813 -0.47902 -1.29555  0.22

***

Formula: C2H5P
Source: OMol25
Level of theory: ωB97M-V/def2-TZVPD

Calculated values
Spin multiplicity: 1
Electronic energy: -420.4924 Ha
Energy relative to the best compared isomer or geometry (same formula, charge and spin): 7.7 kcal per mole
Max |F|: 3.2 eV Å⁻¹
Net charge: 0
Structure (SMILES): C1CP1
Gap between HOMO and LUMO: 11.03 eV
HOMO: -9.8 eV
Lowest unoccupied orbital energy: 1.2 eV

Each line ends with the natural charge from an NBO analysis.
CARTESIAN COORDINATES (ANGSTROEM)
C -0.17791 0.77824 0.18501  -0.70
C -0.21471 -0.72542 0.20318  -0.66
P 1.46090 0.04851 0.02942  0.48
H -0.79592 1.08608 -0.63309  0.23
H -0.50813 1.31353 1.11746  0.23
H -0.38841 -1.46499 1.13345  0.23
H -0.71518 -1.14547 -0.67433  0.22
H 1.33935 0.10953 -1.36110  -0.05

***

Formula: C3H6N2O3
Source: OMol25
Level of theory: ωB97M-V/def2-TZVPD

Calculated values
Spin multiplicity: 1
Electronic energy: -452.8727 Ha
Energy relative to the best compared isomer or geometry (same formula, charge and spin): 206.0 kcal per mole
Max |F|: 4.3 eV Å⁻¹
Net charge: 0
Gap between HOMO and LUMO (spin up / spin down): 9.09 / 8.29 eV
HOMO (spin up / spin down): -9.3 / -8.8 eV
Lowest unoccupied orbital energy (spin up / spin down): -0.2 / -0.5 eV

Each line ends with the natural charge from an NBO analysis.
CARTESIAN COORDINATES (ANGSTROEM)
C 1.70095 0.97949 -0.43966  -0.67
C 0.81030 -1.13675 0.50360  -0.65
C 0.56927 0.32409 0.15945  0.17
N -0.69429 0.64651 0.17995  -0.01
N -2.95376 -0.33739 -0.04949  0.55
O -3.19714 -1.50602 0.04027  -0.29
O -1.34364 1.72168 -0.14208  -0.28
O -3.31477 0.73482 -0.34473  -0.21
H 2.51982 0.27151 -0.16447  0.23
H 1.61216 0.83767 -1.52646  0.24
H 1.75749 2.03879 -0.30939  0.25
H 1.52452 -1.69491 -0.10185  0.22
H 1.20281 -1.12947 1.57927  0.22
H -0.19371 -1.75002 0.61558  0.24